ORCA calculation (ωB97M-V/def2-TZVPD) on C3H5PS in the gas phase.

Structure (XYZ):
```
10
Properties=species:S:1:pos:R:3
C -0.33318 -0.72063 -0.33871
C 0.35836 0.55970 -0.04976
C 1.59648 0.51195 0.36258
P -3.28455 0.39574 -0.25120
S -1.91789 -0.66518 0.61334
H -0.67616 -1.10973 -1.38761
H 0.30431 -1.62283 0.01572
H -0.17940 1.55536 -0.03429
H 2.14598 -0.35890 0.38136
H 1.98604 1.45452 0.68856
```

The calculation puts the LUMO energy (spin up / spin down) at -0.0414 / -0.0412 Eh. The value obtained for the HOMO-LUMO gap (spin up / spin down) is 6.50 / 6.50 eV. The net charge is 0. The calculation puts the energy relative to the best compared isomer or geometry (same formula, charge and spin) at 43.9 kcal per mole. Its strongest force on any atom is 3.0 eV Å⁻¹.